# 1
A cluster of 2 separate species, C3H9O2PS in total. Source: the OMol25 dataset; level of theory: the ωB97M-V functional and the def2-TZVPD basis.

The geometry in XYZ format:
```
16
Properties=species:S:1:pos:R:3
C 1.606 0.301 -1.465
C -1.974 1.064 -1.053
C 0.788 -2.159 0.671
O -1.482 0.152 -0.082
O 0.312 -0.941 1.289
P 0.036 0.377 0.467
S -0.329 1.483 2.271
H 2.619 0.422 -1.147
H 1.128 1.320 -1.849
H -1.237 1.486 -1.704
H -2.174 2.094 -0.490
H -2.767 0.573 -1.565
H 1.926 -2.172 0.766
H 0.563 -2.028 -0.327
H 0.270 -2.999 1.305
H 0.716 1.029 2.913
```

Values from the calculation:
* multiplicity: 3
* E: -1009.52546 Eh
* ΔE to the lowest compared entry with this formula, charge and spin: 58.4 kcal/mol
* gap between HOMO and LUMO (spin up / spin down): 7.477 / 7.902 eV

# 2
A cluster of 4 separate species, C44H96F7IN11O5P4S in total. Source: the OMol25 dataset; level of theory: the ωB97M-V functional and the def2-TZVPD basis.

The geometry in XYZ format:
```
169
Properties=species:S:1:pos:R:3
C -0.057 -1.782 4.278
C -0.685 -0.618 4.159
C -1.669 0.638 3.813
C -1.676 0.954 2.195
C -0.743 2.179 1.746
C 0.681 2.285 2.562
C 1.724 1.092 2.116
C 2.282 1.244 0.613
C 3.166 -0.107 0.321
F 4.179 0.161 -0.675
F 3.888 -0.530 1.522
C 2.291 -1.346 -0.223
F 3.143 -2.526 -0.106
F 1.110 -1.639 0.535
F 1.908 -1.263 -1.599
C -1.506 3.639 1.654
F -0.466 4.355 0.861
I -1.273 4.536 3.599
N -2.846 3.610 0.967
O -2.428 3.040 -0.249
C -3.405 4.915 0.512
C -4.292 5.907 1.362
C -5.925 5.716 1.275
F -3.904 6.263 2.707
C -3.813 2.518 1.405
C -5.185 2.353 0.620
C -5.469 2.590 -0.903
C -4.670 1.906 -2.090
C -7.017 2.008 -1.099
P -4.478 2.824 3.222
S -5.999 1.641 3.676
C -3.163 1.039 1.564
C -3.198 0.041 0.303
C -3.023 -1.548 0.737
C -4.534 -2.092 1.092
C -4.609 -3.691 1.305
N -6.052 -3.994 1.706
C -6.337 -3.531 3.084
C -5.558 -4.288 4.287
O -7.143 -2.534 3.274
H 0.243 -2.894 4.127
H -1.351 1.556 4.435
H -2.717 0.330 4.203
H -1.103 0.022 1.776
H -0.366 1.901 0.672
H 0.577 2.166 3.696
H 1.242 3.268 2.366
H 1.294 0.062 2.386
H 2.644 1.243 2.821
H 1.475 1.259 -0.211
H 2.983 2.140 0.437
H -2.153 3.729 -0.893
H -2.488 5.579 0.191
H -3.964 4.838 -0.516
H -4.194 6.942 0.807
H -6.386 5.335 2.256
H -6.453 6.738 1.066
H -6.248 5.025 0.415
H -6.017 2.983 1.159
H -5.562 1.267 0.860
H -5.638 3.709 -1.208
H -3.592 1.573 -1.928
H -5.242 0.970 -2.496
H -4.652 2.643 -2.998
H -7.533 2.614 -1.931
H -7.610 2.232 -0.121
H -7.020 0.868 -1.271
H -3.500 2.597 4.225
H -5.013 4.133 3.400
H -3.812 0.463 2.354
H -4.231 -0.023 -0.239
H -2.325 0.247 -0.420
H -2.527 -2.130 -0.122
H -2.421 -1.666 1.711
H -5.284 -1.845 0.230
H -4.876 -1.465 1.999
H -4.485 -4.212 0.255
H -3.865 -4.101 2.086
H -6.697 -3.504 1.045
H -4.440 -4.005 4.176
H -5.949 -3.919 5.301
H -5.638 -5.422 4.118
O -4.295 -5.930 -1.768
P -4.249 -7.463 -1.612
N -2.936 -7.565 -2.728
C -2.695 -8.555 -3.765
C -1.669 -7.015 -2.239
N -5.725 -7.675 -2.494
C -5.869 -8.441 -3.720
C -6.642 -6.535 -2.561
N -4.198 -9.227 -1.402
C -5.356 -9.727 -0.613
C -3.016 -9.701 -0.647
H -2.456 -9.550 -3.377
H -1.859 -8.259 -4.408
H -3.527 -8.649 -4.457
H -1.220 -7.650 -1.469
H -1.814 -6.023 -1.803
H -0.936 -6.887 -3.041
H -5.498 -7.888 -4.588
H -6.923 -8.675 -3.907
H -5.378 -9.415 -3.664
H -6.305 -5.791 -3.291
H -6.743 -6.054 -1.583
H -7.653 -6.853 -2.842
H -5.392 -9.253 0.375
H -5.298 -10.811 -0.482
H -6.312 -9.544 -1.104
H -2.905 -9.161 0.299
H -2.091 -9.595 -1.212
H -3.091 -10.771 -0.428
O 1.827 7.287 -4.018
P 2.084 6.969 -2.532
N 2.919 8.463 -2.310
C 4.111 8.733 -1.524
C 2.073 9.658 -2.388
N 3.245 5.740 -2.908
C 4.633 5.733 -2.477
C 3.182 5.134 -4.242
N 2.326 6.577 -0.815
C 1.920 5.181 -0.503
C 1.511 7.404 0.102
H 3.956 8.648 -0.444
H 4.485 9.747 -1.708
H 4.949 8.099 -1.800
H 1.422 9.753 -1.512
H 1.430 9.627 -3.272
H 2.660 10.576 -2.473
H 5.246 6.414 -3.076
H 5.064 4.731 -2.576
H 4.742 5.974 -1.417
H 3.620 5.790 -5.001
H 2.148 4.907 -4.521
H 3.716 4.177 -4.270
H 0.869 5.011 -0.763
H 2.061 4.963 0.560
H 2.518 4.438 -1.033
H 0.455 7.398 -0.188
H 1.848 8.439 0.141
H 1.590 7.044 1.134
O 8.567 0.610 1.189
P 9.060 -0.569 0.328
N 7.960 -1.652 1.101
C 8.171 -3.033 1.501
C 6.547 -1.415 0.796
N 10.581 -0.646 1.153
C 11.092 -1.802 1.868
C 11.031 0.558 1.857
N 9.633 -1.891 -0.712
C 10.825 -1.494 -1.508
C 8.645 -2.316 -1.729
H 8.276 -3.725 0.659
H 7.336 -3.401 2.108
H 9.031 -3.156 2.153
H 6.298 -1.705 -0.230
H 6.293 -0.358 0.908
H 5.880 -1.959 1.471
H 10.620 -1.912 2.850
H 12.171 -1.710 2.032
H 10.980 -2.729 1.299
H 10.511 0.681 2.813
H 10.872 1.452 1.247
H 12.108 0.523 2.058
H 10.608 -0.620 -2.133
H 11.153 -2.315 -2.153
H 11.688 -1.252 -0.886
H 8.269 -1.462 -2.302
H 7.793 -2.835 -1.291
H 9.084 -3.037 -2.427
```

Values from the calculation:
* charge: +1
* multiplicity: 1
* E: -5471.95389 Eh
* gap between HOMO and LUMO: 5.804 eV

# 3
A cluster of 13 separate species, C5H37N2O12 in total. Source: the OMol25 dataset; level of theory: the ωB97M-V functional and the def2-TZVPD basis.

The geometry in XYZ format:
```
56
Properties=species:S:1:pos:R:3
C 1.227 -3.646 -1.582
C 0.651 -2.995 -2.843
C 1.065 -1.548 -3.019
C 0.135 -0.635 -2.260
C -0.926 -0.081 -2.910
N -1.891 0.796 -2.239
N 0.511 -0.300 -0.983
H 0.979 -4.695 -1.509
H 0.836 -3.127 -0.641
H 2.304 -3.558 -1.533
H 1.006 -3.560 -3.699
H -0.452 -3.074 -2.849
H 1.066 -1.291 -4.124
H 2.137 -1.444 -2.715
H -1.157 -0.271 -3.984
H -2.376 0.285 -1.385
H -1.414 1.719 -1.844
H -2.677 1.013 -2.817
H -0.207 0.098 -0.377
H 1.016 -1.044 -0.428
H 1.963 2.863 0.346
H 2.517 2.714 1.801
O 1.734 2.990 1.269
H -3.012 -1.362 -0.120
H -3.842 -0.079 0.189
O -3.490 -0.642 -0.557
H 1.142 1.381 1.795
H 2.193 0.627 2.466
O 1.319 0.500 2.221
H 0.025 3.366 1.368
H -1.217 4.351 1.546
O -0.879 3.535 1.120
H 0.473 2.911 -1.410
H -0.714 3.379 -0.596
O -0.484 3.082 -1.497
H 3.935 2.093 3.509
H 4.552 1.549 2.161
O 3.700 1.711 2.614
H -2.738 -1.155 2.067
H -2.087 -0.316 3.165
O -2.771 -0.283 2.483
H 0.515 -1.270 1.773
H 0.746 -2.786 1.983
O 0.400 -2.142 1.333
H -1.515 1.913 0.721
H -2.070 0.575 1.175
O -1.668 1.049 0.454
H -1.259 -2.343 1.114
H -2.460 -3.325 1.018
O -2.239 -2.430 0.979
H -0.366 -0.461 4.774
H 0.142 -0.109 3.378
O -0.491 -0.615 3.831
H 2.396 2.518 -2.133
H 1.656 1.330 -1.311
O 2.057 2.242 -1.285
```

Values from the calculation:
* charge: +1
* multiplicity: 1
* E: -1224.94719 Eh
* ΔE to the lowest compared entry with this formula, charge and spin: 13.3 kcal/mol
* gap between HOMO and LUMO: 8.631 eV

# 4
An isolated molecule of C19H25N3O3S. Source: the OMol25 dataset; level of theory: the ωB97M-V functional and the def2-TZVPD basis.

The geometry in XYZ format:
```
51
Properties=species:S:1:pos:R:3
C -5.639 -2.667 -1.564
C -4.551 -1.955 -0.820
C -4.787 -0.728 -0.216
C -3.793 -0.069 0.495
C -2.537 -0.657 0.598
C -2.287 -1.878 -0.005
C -3.286 -2.522 -0.710
H -3.087 -3.474 -1.180
H -1.306 -2.325 0.072
H -1.756 -0.159 1.155
C -4.042 1.295 1.073
H -5.083 1.400 1.378
H -3.404 1.456 1.944
C -3.725 2.377 0.023
N -2.375 2.242 -0.467
C -1.357 3.017 -0.038
O -1.500 4.043 0.608
C -0.018 2.544 -0.429
C 0.451 1.373 -0.991
C 1.849 1.491 -1.063
C 2.194 2.720 -0.544
N 1.061 3.338 -0.164
H 0.961 4.250 0.257
H 3.165 3.159 -0.443
S 2.974 0.269 -1.669
O 2.213 -0.810 -2.237
O 3.972 0.902 -2.480
N 3.707 -0.196 -0.232
C 5.044 -0.733 -0.374
C 5.703 -0.811 1.000
C 4.858 -1.684 1.925
C 3.435 -1.134 1.990
C 2.853 -1.032 0.583
H 1.864 -0.567 0.601
H 2.754 -2.033 0.136
H 3.451 -0.139 2.437
H 2.802 -1.779 2.600
H 5.296 -1.709 2.925
H 4.835 -2.705 1.540
H 5.778 0.195 1.415
H 6.708 -1.221 0.898
H 5.583 -0.061 -1.043
H 5.015 -1.734 -0.831
H -0.102 0.518 -1.324
H -2.154 1.374 -0.929
H -3.809 3.371 0.466
H -4.417 2.292 -0.819
H -5.765 -0.274 -0.299
H -6.049 -3.468 -0.948
H -6.448 -1.987 -1.820
H -5.251 -3.115 -2.477
```

Values from the calculation:
* multiplicity: 1
* E: -1527.21808 Eh
* SMILES: Cc1cccc(CCNC(=O)c2cc(S(=O)(=O)N3CCCCC3)c[nH]2)c1
* ΔE to the lowest compared entry with this formula, charge and spin: 39.2 kcal/mol
* gap between HOMO and LUMO: 9.594 eV